# 1
One molecule with the formula C17H24N2O, computed with ωB97M-V with the def2-TZVPD basis set.

The calculation puts the total energy at -846.955578 Eh. The frontier orbital gap is 0.3048 Ha. The strongest force on any atom is 0.64 eV Å⁻¹. The value obtained for the LUMO energy is 0.56 eV.

```
44
Properties=species:S:1:pos:R:3:nbo_charge:R:1
O 0.731 2.491 -0.069 -0.6290
N -2.636 1.749 -0.090 -0.4419
N 0.547 -1.254 1.411 -0.5585
C -1.731 1.753 1.044 -0.2332
C 1.667 -0.905 0.707 0.2482
C 0.640 1.331 0.317 0.5812
C -2.822 -0.601 -1.057 -0.4248
C -0.548 0.808 0.991 -0.2394
C 2.890 0.737 -0.565 -0.1449
C -1.649 -1.053 2.340 -0.6593
C 3.943 -0.139 -0.729 -0.0439
C -0.538 -0.434 1.547 0.2701
C -3.727 -1.830 -1.038 -0.3894
C -3.451 0.572 -0.285 -0.2021
C -3.105 -3.004 -1.785 -0.5983
C 2.732 -1.796 0.550 -0.2529
C 1.745 0.375 0.147 -0.2117
C 3.847 -1.413 -0.158 -0.1770
C -2.080 2.290 -1.309 -0.4107
C 5.171 0.245 -1.496 -0.6235
H 2.670 -2.783 0.987 0.2051
H 6.055 0.159 -0.866 0.2167
H 5.307 -0.416 -2.351 0.2167
H -2.188 -1.781 1.733 0.2298
H -2.654 -0.302 -2.093 0.2020
H -2.332 1.579 1.941 0.1892
H -2.929 -2.742 -2.825 0.2036
H -4.350 0.892 -0.828 0.1886
H -3.761 -3.871 -1.755 0.2064
H 4.666 -2.107 -0.278 0.2114
H -3.773 0.225 0.700 0.1827
H -2.150 -3.279 -1.339 0.1964
H -1.852 -0.852 -0.626 0.1967
H -1.628 3.255 -1.091 0.2165
H -2.891 2.431 -2.026 0.1885
H -2.357 -0.308 2.686 0.2373
H -1.319 2.766 1.100 0.2316
H -1.310 1.656 -1.769 0.1666
H 2.919 1.733 -0.982 0.2341
H 0.521 -2.167 1.843 0.3999
H 5.097 1.268 -1.855 0.2195
H -1.241 -1.570 3.209 0.2203
H -3.927 -2.122 -0.003 0.1844
H -4.687 -1.577 -1.495 0.1969
```

=====

# 2
One molecule with the formula C17H24N2O3S, computed with ωB97M-V with the def2-TZVPD basis set.

The calculation puts the total energy at -1395.508143 Eh. The frontier orbital gap is 0.3314 Ha. The strongest force on any atom is 4.85 eV Å⁻¹. The value obtained for the LUMO energy is 0.32 eV.

```
47
Properties=species:S:1:pos:R:3:nbo_charge:R:1
S 1.560 0.742 -7.592 0.1976
O -0.799 -2.076 6.617 -0.5876
O 0.754 -1.517 -1.564 -0.5692
O -2.357 -0.818 7.734 -0.6915
N -0.583 -0.356 -6.346 -0.4919
N 1.169 0.202 -4.900 -0.4650
C 0.336 1.023 -8.978 -0.7347
C 0.771 -0.734 2.158 -0.4286
C -0.922 -0.267 -0.238 -0.4587
C -1.254 -0.977 -5.262 0.0858
C -0.639 -1.430 1.881 0.0318
C -1.858 -0.757 4.122 -0.3766
C -1.626 -0.507 1.121 -0.4155
C -1.206 -1.978 3.294 -0.4007
C 0.291 -1.279 -0.187 0.3170
C 1.152 -0.348 -2.480 -0.0954
C 0.545 -0.401 -3.846 0.2057
C 1.376 -0.717 0.777 -0.4375
C -0.666 -0.977 -3.998 -0.2983
C -0.168 -2.386 0.704 -0.4376
C 0.571 0.142 -6.138 0.3129
C -1.801 -1.424 6.662 0.7841
C -2.561 -1.315 5.413 -0.5135
H 0.613 0.310 2.438 0.2012
H 0.743 0.817 -9.944 0.2258
H -1.859 -0.934 8.595 0.5055
H -1.562 -0.634 -1.064 0.2071
H 1.628 0.270 0.578 0.1995
H 0.896 0.583 -1.919 0.2090
H -2.982 -2.327 5.088 0.2365
H -1.844 0.430 1.793 0.2044
H -2.163 -1.438 -5.536 0.2060
H 2.212 -0.487 -2.604 0.2181
H -0.757 0.749 -0.558 0.2158
H 2.260 -1.281 0.676 0.2104
H -0.915 -3.012 0.313 0.2144
H -2.543 -1.015 1.049 0.2069
H -2.121 -2.564 3.231 0.2028
H -1.232 -1.504 -3.100 0.2439
H -1.112 -0.052 4.319 0.2053
H -0.610 0.412 -8.884 0.2497
H -2.634 -0.235 3.563 0.2069
H -3.482 -0.686 5.655 0.2180
H -0.260 -2.341 3.762 0.2332
H 0.700 -2.926 1.070 0.2126
H 0.063 2.097 -9.033 0.2163
H 1.419 -1.159 2.913 0.2183
```

=====

# 3
One molecule with the formula C17H24N2O4, computed with ωB97M-V with the def2-TZVPD basis set.

The calculation puts the total energy at -1072.689507 Eh. The frontier orbital gap is 0.3401 Ha. The strongest force on any atom is 0.77 eV Å⁻¹. The value obtained for the LUMO energy is 0.55 eV.

```
47
Properties=species:S:1:pos:R:3:nbo_charge:R:1
O 0.025 -0.582 3.250 -0.5223
O 1.933 -0.831 -1.264 -0.6577
O -2.617 -1.334 -4.552 -0.6421
O 2.503 0.241 2.768 -0.5140
N -1.057 -0.464 -3.189 -0.4415
N 1.643 -1.562 0.842 -0.6244
C -0.834 0.290 -0.886 -0.3942
C -1.229 -0.981 3.748 -0.2529
C 3.401 -0.099 1.725 -0.0712
C -2.141 -0.363 -3.992 0.6838
C 0.632 3.217 1.693 -0.2259
C -0.496 0.570 -2.354 -0.2288
C -0.832 -2.161 -1.455 -0.3950
C -0.339 -1.100 -0.458 -0.3089
C 1.476 1.097 2.462 0.2336
C -0.886 1.579 2.574 -0.3032
C -0.650 2.833 2.031 -0.2158
C -2.715 1.026 -4.192 -0.7116
C 3.048 -1.492 1.175 -0.2484
C 0.163 0.697 2.781 0.3156
C 1.691 2.352 1.915 -0.2482
C -0.500 -1.768 -2.894 -0.2375
C 1.183 -1.126 -0.353 0.6952
H -1.083 -1.984 4.146 0.2039
H -1.897 1.294 2.819 0.2213
H -0.381 -3.127 -1.224 0.2143
H -1.968 1.696 -4.611 0.2244
H 0.584 -1.724 -3.027 0.2173
H -1.917 -2.256 -1.357 0.2106
H 0.592 0.552 -2.474 0.2313
H -1.987 -1.013 2.957 0.1738
H -1.918 0.328 -0.754 0.2024
H -0.864 1.552 -2.642 0.2092
H -0.753 -1.330 0.529 0.2062
H -3.079 1.436 -3.252 0.2192
H 0.816 4.191 1.268 0.2184
H -0.386 1.059 -0.253 0.2216
H 4.410 -0.106 2.146 0.1911
H 2.699 2.659 1.679 0.2234
H -1.480 3.504 1.870 0.2173
H 3.625 -1.681 0.268 0.2314
H -1.570 -0.320 4.549 0.1841
H 3.352 0.630 0.911 0.1876
H 3.261 -2.256 1.925 0.2024
H 1.020 -1.606 1.637 0.4165
H -3.547 0.946 -4.887 0.2415
H -0.932 -2.484 -3.595 0.2462
```

=====

# 4
One molecule with the formula C17H24N2O4, computed with ωB97M-V with the def2-TZVPD basis set.

The calculation puts the total energy at -1072.690351 Eh. The frontier orbital gap is 0.3432 Ha. The strongest force on any atom is 0.60 eV Å⁻¹. The value obtained for the LUMO energy is 0.63 eV.

```
47
Properties=species:S:1:pos:R:3:nbo_charge:R:1
O -2.925 1.617 1.855 -0.6278
O 5.278 -1.083 0.778 -0.5342
O -5.749 -1.548 -0.221 -0.5368
O 3.707 0.778 -1.818 -0.6092
N -3.167 1.743 -0.388 -0.6131
N 2.910 -0.219 0.085 -0.6048
C 6.385 0.193 -0.912 -0.4284
C 6.085 -0.120 1.430 -0.0720
C 5.166 -0.691 -0.581 -0.0002
C 7.158 0.252 0.408 -0.4283
C -3.738 -2.914 0.158 -0.6387
C -1.040 1.088 0.509 -0.1687
C -5.378 -0.280 0.280 -0.0676
C 0.850 -0.181 1.294 -0.2485
C 1.600 0.240 0.196 0.1586
C -4.582 2.035 -0.372 -0.2288
C 1.025 1.102 -0.736 -0.2087
C -4.712 -2.282 -0.836 -0.0585
C 3.846 0.057 -0.855 0.6594
C -5.414 0.820 -0.791 -0.4302
C -2.452 1.506 0.740 0.6598
C -0.283 1.515 -0.578 -0.1831
C -0.451 0.246 1.450 -0.1446
H -4.286 -3.514 0.880 0.2128
H 7.589 1.231 0.602 0.2204
H 1.610 1.443 -1.574 0.2493
H -4.778 2.874 -1.046 0.1984
H -5.225 -3.069 -1.396 0.1862
H 6.980 -0.231 -1.718 0.2233
H -5.020 0.422 -1.730 0.1957
H -2.759 1.516 -1.281 0.3935
H 5.484 0.761 1.697 0.1632
H -6.097 -0.051 1.070 0.1916
H 5.141 -1.608 -1.182 0.2135
H 3.237 -0.827 0.831 0.4242
H 6.476 -0.580 2.338 0.1990
H 6.040 1.178 -1.225 0.2335
H 1.297 -0.841 2.025 0.2113
H -6.445 1.124 -0.970 0.2117
H -0.699 2.206 -1.297 0.2105
H -3.174 -2.154 0.696 0.2046
H 7.952 -0.494 0.420 0.2073
H -3.036 -3.550 -0.374 0.2112
H -4.382 -0.321 0.734 0.1724
H -4.157 -1.656 -1.549 0.1517
H -4.831 2.328 0.650 0.2331
H -1.035 -0.062 2.304 0.2357
```